17
Properties=species:S:1:pos:R:3:lowdin_charge:R:1 method="wB97M-V/def2-TZVPD" de_lowest_kcal_mol=68.56 s2=2.013 homo_ev="-10.6 / -13.6" lumo_energy_ev="-4.358 / -8.776" charge=+1 spin_multiplicity=3 gap_ev="6.20 / 4.80"
S 2.871 0.535 -0.307 1.05
N 0.194 1.835 0.001 0.05
C 0.163 -0.673 0.268 -0.38
C -0.297 -1.733 -0.725 -0.02
C -0.941 -0.009 0.831 -0.12
C 0.873 0.616 -0.397 -0.48
C -2.072 0.472 1.094 0.02
H -0.813 -1.200 -1.485 0.09
H -2.063 1.585 1.320 0.09
H -3.011 0.010 1.432 0.08
H 2.919 -0.845 -0.246 -0.05
H 0.852 -1.152 1.040 0.16
H 0.139 2.437 -0.773 0.08
H 0.655 2.387 0.803 0.16
H -0.943 -2.408 -0.366 0.05
H 0.814 0.395 -1.483 0.12
H 0.660 -2.252 -1.008 0.11